No. 1
Formula: C42H47BFN13O5S2Ti
Source: the OMol25 dataset
Level of theory: ωB97M-V/def2-TZVPD

As for the expectation value of S²: 0.7574. For the LUMO energy (spin up / spin down), the calculation gives -7.1 / -8.1 eV. The calculation puts the HOMO energy (spin up / spin down) at -0.5082 / -0.5081 Eh. The spin multiplicity is 2. The value obtained for the frontier orbital gap (spin up / spin down) is 6.741 / 5.757 eV. The net charge is +3.

Cartesian coordinates (Å):
Ti: -1.87 0.65 -0.49
C: -0.86 -0.45 -3.89
C: -2.09 0.37 -3.70
C: -2.87 0.97 -4.70
C: -3.89 1.61 -4.03
N: -3.75 1.37 -2.72
N: -2.62 0.63 -2.50
B: -4.39 2.11 -1.52
N: -4.67 1.01 -0.40
C: -5.83 0.81 0.24
C: -5.68 -0.24 1.13
C: -4.36 -0.66 0.98
C: -3.64 -1.77 1.66
N: -3.76 0.10 0.06
N: -3.33 3.14 -1.03
C: -3.36 4.49 -1.02
C: -2.08 4.96 -0.81
C: -1.28 3.82 -0.69
C: 0.18 3.71 -0.42
N: -2.04 2.74 -0.84
N: -5.71 2.70 -1.89
C: -6.70 2.10 -2.60
C: -7.84 2.82 -2.43
C: -7.48 3.88 -1.57
C: -8.34 5.00 -1.06
N: -6.21 3.79 -1.23
H: -1.06 -1.29 -4.55
H: -0.49 -0.82 -2.94
H: -0.08 0.15 -4.36
H: -2.71 0.93 -5.76
H: -4.70 2.20 -4.40
H: -6.68 1.43 0.02
H: -6.43 -0.65 1.78
H: -4.09 -1.98 2.63
H: -2.59 -1.51 1.81
H: -3.69 -2.68 1.06
H: -4.30 5.00 -1.16
H: -1.77 5.99 -0.74
H: 0.44 4.22 0.51
H: 0.76 4.18 -1.22
H: 0.49 2.67 -0.34
H: -6.52 1.19 -3.15
H: -8.81 2.64 -2.87
H: -9.39 4.78 -1.24
H: -8.09 5.93 -1.57
H: -8.19 5.15 0.01
C: 6.45 -5.91 -2.16
C: 5.81 -4.64 -2.68
N: 4.35 -4.61 -2.44
C: 3.88 -3.88 -1.44
C: 2.55 -3.88 -1.05
C: 2.20 -3.02 0.06
O: 2.86 -2.25 0.68
O: -0.68 -0.43 -0.72
C: 1.59 -4.72 -1.71
O: 0.42 -4.81 -1.33
C: 2.11 -5.43 -2.88
C: 1.24 -6.18 -3.67
C: 1.71 -6.88 -4.74
F: 0.83 -7.61 -5.44
C: 3.06 -6.88 -5.10
C: 3.92 -6.11 -4.33
C: 3.47 -5.39 -3.22
N: 3.58 -7.59 -6.20
C: 2.69 -8.11 -7.25
C: 3.54 -8.65 -8.40
N: 4.85 -7.91 -8.42
C: 5.68 -8.27 -7.21
C: 4.74 -8.45 -6.02
H: 7.53 -5.87 -2.33
H: 6.06 -6.80 -2.65
H: 6.29 -6.02 -1.09
H: 5.99 -4.48 -3.74
H: 6.22 -3.77 -2.17
H: 4.60 -3.28 -0.90
H: 0.19 -6.22 -3.40
H: 4.96 -6.05 -4.61
H: 2.04 -7.31 -7.60
H: 2.05 -8.93 -6.91
H: 3.05 -8.51 -9.36
H: 3.79 -9.70 -8.29
H: 4.66 -6.90 -8.40
H: 5.37 -8.10 -9.28
H: 6.39 -7.46 -7.07
H: 6.23 -9.18 -7.45
H: 5.27 -8.19 -5.10
H: 4.44 -9.49 -5.92
O: -2.31 3.46 2.34
C: -1.41 3.35 3.33
C: -1.33 4.32 4.34
C: -0.39 4.20 5.34
C: 0.50 3.12 5.37
C: 0.43 2.17 4.39
C: -0.53 2.25 3.35
C: -0.60 1.21 2.36
O: -1.42 1.18 1.43
N: 0.36 0.21 2.43
N: 0.10 -0.84 1.76
C: 0.49 -2.02 1.97
S: 1.04 -2.67 3.49
C: 1.39 -4.33 2.83
C: 0.45 -4.63 1.68
S: 0.33 -3.17 0.60
H: -2.84 4.26 2.46
H: -2.01 5.16 4.32
H: -0.34 4.96 6.11
H: 1.24 3.05 6.16
H: 1.12 1.34 4.39
H: 1.23 -5.04 3.64
H: 2.44 -4.38 2.53
H: -0.57 -4.82 2.02
H: 0.78 -5.46 1.06

Results of the Löwdin charge analysis, in e, for atoms 1 through 99: Ti 1.05; C -0.02; C -0.29; C 0.02; C -0.02; N 0.03; N 0.00; B -0.63; N 0.05; C 0.00; C 0.03; C -0.30; C 0.00; N -0.02; N 0.05; C -0.02; C 0.01; C -0.32; C 0.00; N -0.01; N -0.03; C -0.09; C 0.00; C -0.34; C -0.02; N 0.12; H 0.09; H 0.04; H 0.09; H 0.12; H 0.13; H 0.13; H 0.12; H 0.09; H 0.05; H 0.09; H 0.11; H 0.12; H 0.09; H 0.09; H 0.07; H 0.13; H 0.11; H 0.08; H 0.08; H 0.08; C -0.05; C -0.16; N 0.00; C 0.06; C -0.09; C -0.41; O 0.13; O -0.38; C -0.32; O 0.00; C -0.05; C 0.10; C -0.18; F 0.09; C -0.12; C 0.06; C -0.10; N -0.09; C -0.12; C -0.07; N 0.07; C -0.06; C -0.12; H 0.09; H 0.07; H 0.09; H 0.12; H 0.13; H 0.16; H 0.15; H 0.11; H 0.14; H 0.14; H 0.15; H 0.14; H 0.19; H 0.19; H 0.14; H 0.14; H 0.12; H 0.14; O 0.10; C -0.23; C 0.01; C -0.02; C -0.05; C -0.01; C -0.07; C -0.32; O -0.05; N 0.17; N -0.03; C -0.78

No. 2
Formula: C17H20Cl2N4O4S
Source: the OMol25 dataset
Level of theory: ωB97M-V/def2-TZVPD

For the LUMO energy, the calculation gives -0.1 eV. The calculation puts the HOMO energy at -0.3143 Eh. The value obtained for the frontier orbital gap is 8.451 eV. The net charge is 0.

Cartesian coordinates (Å):
O: 1.42 -2.10 0.79
C: 0.52 -1.58 0.17
N: 0.17 -1.92 -1.09
C: 0.79 -3.01 -1.81
C: -0.17 -4.20 -1.94
C: -0.40 -4.91 -0.59
N: 0.74 -5.70 -0.21
C: 1.79 -5.31 0.59
C: 2.65 -6.37 0.61
N: 2.16 -7.39 -0.15
C: 1.03 -6.96 -0.62
C: -0.31 -0.46 0.73
C: -0.44 0.74 0.04
C: -1.15 1.80 0.57
S: -1.32 3.31 -0.39
O: -0.55 3.12 -1.59
O: -2.71 3.63 -0.52
N: -0.61 4.40 0.66
C: 0.84 4.47 0.56
C: 1.26 5.44 -0.55
O: 0.66 6.71 -0.37
C: -0.74 6.62 -0.37
C: -1.23 5.71 0.76
C: -1.75 1.67 1.82
Cl: -2.62 2.99 2.47
C: -1.63 0.49 2.53
C: -0.92 -0.57 1.98
Cl: -0.81 -2.04 2.86
H: -0.61 -1.45 -1.53
H: 1.68 -3.30 -1.26
H: 1.08 -2.67 -2.81
H: 0.25 -4.92 -2.65
H: -1.13 -3.86 -2.32
H: -1.26 -5.57 -0.67
H: -0.59 -4.17 0.19
H: 1.82 -4.35 1.05
H: 3.58 -6.47 1.13
H: 0.38 -7.52 -1.26
H: 0.02 0.88 -0.93
H: 1.21 3.47 0.35
H: 1.22 4.81 1.52
H: 2.34 5.60 -0.54
H: 0.96 5.01 -1.52
H: -1.11 7.64 -0.24
H: -1.10 6.22 -1.33
H: -2.31 5.56 0.69
H: -0.97 6.13 1.73
H: -2.10 0.39 3.49

Atom-resolved charges from natural (NBO), all expressed in e: O -0.61; C 0.67; N -0.61; C -0.24; C -0.41; C -0.21; N -0.35; C -0.12; C -0.10; N -0.46; C 0.15; C -0.18; C -0.15; C -0.37; S 2.33; O -0.95; O -0.93; N -0.68; C -0.26; C -0.09; O -0.52; C -0.09; C -0.26; C -0.01; Cl 0.07; C -0.19; C 0.01; Cl 0.06; H 0.40; H 0.24; H 0.21; H 0.22; H 0.20; H 0.21; H 0.22; H 0.25; H 0.21; H 0.19; H 0.26; H 0.22; H 0.21; H 0.20; H 0.19; H 0.20; H 0.17; H 0.24; H 0.21; H 0.24

No. 3
Formula: C5H16N2O
Source: the OMol25 dataset
Level of theory: ωB97M-V/def2-TZVPD

As for the expectation value of S²: 0.7542. For the LUMO energy (spin up / spin down), the calculation gives -2.9 / -7.3 eV. The calculation puts the HOMO energy (spin up / spin down) at -0.4861 / -0.4859 Eh. The spin multiplicity is 2. The value obtained for the frontier orbital gap (spin up / spin down) is 10.324 / 5.967 eV. The net charge is +1.

Cartesian coordinates (Å):
C: 0.16 0.02 0.09
N: 1.29 0.84 -0.29
C: 1.14 2.30 0.00
C: 2.65 0.35 -0.08
C: -1.06 0.01 -0.83
C: -0.73 -0.53 -2.31
N: -1.99 -0.85 -0.11
H: -0.10 0.30 1.12
H: 0.59 -0.98 0.20
H: 1.30 2.72 -0.98
H: 0.29 2.58 0.59
H: 1.92 2.59 0.69
H: 3.28 1.01 0.49
H: 3.05 0.37 -1.13
H: 2.69 -0.74 0.10
H: -1.39 1.05 -0.95
H: -0.59 0.35 -2.93
H: 0.15 -1.13 -2.27
H: -1.48 -1.23 -2.64
H: -1.59 -1.73 0.15
H: -2.90 -0.79 -0.53
H: -1.44 -1.55 2.07
H: -0.72 -2.41 3.04
O: -1.36 -1.69 3.02

Atom-resolved charges from natural (NBO), all expressed in e: C -0.27; N 0.05; C -0.47; C -0.47; C -0.04; C -0.63; N -0.85; H 0.28; H 0.21; H 0.26; H 0.26; H 0.24; H 0.26; H 0.28; H 0.26; H 0.21; H 0.22; H 0.20; H 0.24; H 0.37; H 0.40; H 0.45; H 0.46; O -0.92